Formula: C26H68Cl6N6O6
Source: OMol25
Level of theory: ωB97M-V/def2-TZVPD

Structure (XYZ):
```
112
Properties=species:S:1:pos:R:3
C 16.15994 13.52205 6.83342
Cl 17.14356 13.10328 5.42570
Cl 14.39048 13.46204 6.48046
Cl 16.59594 15.11720 7.52184
H 16.33440 12.78326 7.61564
C 15.37468 12.02836 11.15854
Cl 13.71564 12.07205 11.74540
Cl 15.98888 13.65243 10.98406
Cl 15.44614 11.12800 9.57670
H 15.89666 11.46800 11.93420
C 20.46194 8.69078 9.88542
C 19.82744 9.37418 11.08666
C 18.94236 10.54539 10.54034
O 19.77134 11.52396 9.85207
C 19.12552 12.76831 9.62004
N 19.06439 8.34042 11.77216
H 19.63482 8.38114 9.24659
H 21.03946 7.81570 10.18342
H 21.06398 9.36375 9.27488
H 20.58710 9.71611 11.78958
H 18.40764 11.10550 11.30746
H 18.33048 10.11911 9.74537
H 18.98954 13.32163 10.54926
H 18.17340 12.63498 9.10639
H 19.75620 13.41622 9.01130
H 18.30197 8.00955 11.19828
H 19.59270 7.47968 11.76136
C 16.61756 17.94547 10.10068
C 17.68500 17.13231 10.78614
C 18.93512 17.06837 9.90176
O 19.89753 16.25116 10.50620
C 20.97698 16.10454 9.60816
N 18.06620 17.67247 12.07188
H 16.34128 17.46433 9.16244
H 17.06604 18.87129 9.74035
H 15.77744 18.26197 10.71884
H 17.39230 16.10329 10.99480
H 19.33358 18.05908 9.68308
H 18.62642 16.67080 8.93493
H 21.35204 17.09078 9.33471
H 20.69086 15.58262 8.69500
H 21.78344 15.56334 10.10296
H 18.01590 18.67947 12.13118
H 19.01360 17.39918 12.29064
C 11.12574 10.90383 9.66354
C 9.83884 11.14956 8.94008
C 8.63686 10.24391 9.46998
O 8.80020 8.85496 9.35246
C 8.34712 8.26302 8.13002
N 9.49046 12.57616 8.98059
H 11.46952 9.87021 9.70272
H 11.17924 11.31481 10.67166
H 11.92176 11.50717 9.22716
H 10.06774 10.88220 7.90846
H 7.72262 10.56405 8.97020
H 8.41157 10.50414 10.50422
H 7.26114 8.19378 8.06700
H 8.64062 7.21756 8.03532
H 8.72258 8.78810 7.25172
H 8.99062 12.85805 9.81174
H 8.71770 12.80715 8.37266
C 13.12554 15.87154 10.34746
C 11.66058 15.87630 10.72784
C 10.73032 16.56217 9.69922
O 11.25784 17.76753 9.14462
C 11.44010 18.83272 10.08732
N 11.17732 14.57414 11.00800
H 13.23974 15.38322 9.37968
H 13.66326 15.30697 11.10920
H 13.58618 16.85938 10.35648
H 11.45462 16.54398 11.56444
H 9.69892 16.73829 10.00466
H 10.63776 15.92670 8.81846
H 12.06876 18.52219 10.92186
H 10.46852 19.16373 10.45416
H 11.97034 19.62453 9.55818
H 11.93648 14.11903 11.49446
H 11.19880 14.05563 10.14152
C 18.85916 14.25996 13.94574
C 17.55072 14.95193 14.26092
C 16.69506 14.20675 15.29274
O 16.66080 12.78637 15.04250
C 15.28126 12.35054 15.08536
N 17.77850 16.31396 14.66680
H 18.65033 13.31886 13.43698
H 19.48270 14.16868 14.83510
H 19.43345 14.90479 13.28056
H 16.94606 14.91814 13.35464
H 15.77030 14.76621 15.43400
H 17.16174 14.24285 16.27711
H 14.71974 12.58267 15.99028
H 15.34412 11.26469 15.01406
H 14.71926 12.86569 14.30634
H 17.77490 16.91082 13.85202
H 18.74254 16.40162 14.95496
C 14.73332 8.40945 13.71124
C 15.82172 8.16668 12.68012
C 15.39074 8.03540 11.22522
O 16.52732 7.64269 10.37960
C 16.16159 7.56663 9.00125
N 16.70528 9.30234 12.86678
H 15.20762 8.22190 14.67456
H 13.83362 7.79709 13.65064
H 14.34648 9.42804 13.74168
H 16.36452 7.25150 12.91660
H 14.84178 8.92872 10.92734
H 14.68136 7.20785 11.21958
H 17.02516 7.92984 8.44406
H 15.25892 8.13857 8.78638
H 16.00975 6.54151 8.66337
H 17.59502 9.07129 12.44832
H 16.95244 9.41277 13.83982
```

As for the SMILES: COC[C@H](C)N.COC[C@H](C)N.COC[C@H](C)N.COC[C@H](C)N.COC[C@H](C)N.COC[C@H](C)N.ClC(Cl)Cl.ClC(Cl)Cl. The molar mass is 773.6 g mol⁻¹. The calculation puts the HOMO energy at -8.689 eV. The calculation puts the gap between HOMO and LUMO at 9.07 eV. The calculation puts the max |F| at 2.7 eV/A.



Formula: C4H11NO2
Source: OMol25
Level of theory: ωB97M-V/def2-TZVPD

Structure (XYZ):
```
18
Properties=species:S:1:pos:R:3
C 0.48074 -0.24387 -0.40461
C 1.03630 1.11817 0.02391
C 1.33640 1.28683 1.54483
O 2.60453 0.69425 1.72434
N -0.96763 -0.15601 -0.49995
C -1.50650 -1.25357 -1.36731
O -2.87613 -1.41599 -1.10323
H 0.98088 -0.75838 -1.33314
H 0.74188 -0.93403 0.38110
H 0.25097 1.92295 -0.36584
H 1.94360 1.34088 -0.65930
H 1.19803 2.39030 1.73583
H 0.48934 0.76132 2.08185
H 2.60941 0.48984 2.68848
H -1.43021 -0.14251 0.46275
H -1.45198 -0.75163 -2.44695
H -1.00501 -2.28741 -1.49149
H -3.46232 -0.61061 -1.30342
```

As for the SMILES: OCCCNCO. As for the energy relative to the best compared isomer or geometry (same formula, charge and spin): 67.2 kcal/mol. The molar mass is 105.1 g mol⁻¹. The calculation puts the HOMO energy at -8.806 eV. The calculation puts the gap between HOMO and LUMO at 9.67 eV. The calculation puts the max |F| at 3.7 eV/A.



Formula: C19H24AsBF6N8OPdS
Source: OMol25
Level of theory: ωB97M-V/def2-TZVPD

Structure (XYZ):
```
62
Properties=species:S:1:pos:R:3
Pd 0.96978 0.15738 -0.33224
C -0.93604 3.11031 1.82064
C -0.42211 2.47282 0.66696
N -0.04995 1.23714 0.98368
N -0.06986 1.12759 2.31932
C -0.73990 2.16988 2.87191
B 0.86637 -0.04182 2.88779
N 2.24865 0.41941 2.30089
C 3.45152 0.23273 2.89946
C 4.46390 0.41722 1.92045
C 3.78740 0.68446 0.73174
N 2.45994 0.70650 0.96270
N 0.48500 -1.38183 2.29273
C -0.40529 -2.33651 2.68220
C -0.51693 -3.28596 1.63289
C 0.19174 -2.66132 0.55730
N 0.73646 -1.50045 0.90527
N 0.89759 -0.02585 4.34242
C 1.60889 0.83825 5.13789
C 1.24376 0.59734 6.45030
C 0.28359 -0.38599 6.40547
N 0.04636 -0.73474 5.14221
H -1.16149 4.19790 1.92941
H -0.31022 2.91651 -0.32897
H -0.97237 2.18619 3.95209
H 3.49757 -0.19535 3.86879
H 5.47741 0.70159 2.22990
H 4.22041 0.84366 -0.29194
H -0.91688 -2.33737 3.66506
H -1.07573 -4.21234 1.72270
H 0.30720 -2.92027 -0.46566
H 2.43014 1.47361 4.73023
H 1.57943 1.15715 7.28951
H -0.20098 -0.93258 7.22965
C 2.19528 -1.89052 -3.90808
C 1.96526 -0.59826 -3.12079
O 1.96945 -0.87219 -1.72569
C 0.64627 0.10834 -3.56225
F 0.62966 0.48374 -4.84951
F -0.40803 -0.72604 -3.42514
F 0.42953 1.25933 -2.83504
C 3.15695 0.37965 -3.27428
F 4.25089 -0.34809 -2.83042
F 3.03319 1.49731 -2.42755
F 3.49765 0.81968 -4.50742
H 1.20968 -2.42592 -4.12236
H 2.88692 -2.54638 -3.42031
H 2.60274 -1.78408 -4.92042
C -6.35935 0.12259 -2.94654
As -4.46089 0.30136 -2.52122
C -3.51057 -1.40232 -2.82158
C -3.42146 1.55209 -3.79562
S -4.13428 0.88794 -0.49718
H -6.87496 0.31138 -1.98142
H -6.54180 -0.86634 -3.34393
H -6.70777 0.87543 -3.64208
H -2.43347 -1.13139 -2.84566
H -3.71464 -1.78351 -3.83844
H -3.69087 -2.13212 -2.00727
H -3.65198 1.20092 -4.78551
H -2.37030 1.39550 -3.53189
H -3.66847 2.61665 -3.62515
```

As for the energy relative to the best compared isomer or geometry (same formula, charge and spin): 0.0 kcal/mol. The molar mass is 718.7 g mol⁻¹. The calculation puts the HOMO energy (spin up / spin down) at -17.189 / -17.287 eV. As for the multiplicity: 6. The calculation puts the gap between HOMO and LUMO (spin up / spin down) at 8.87 / 4.67 eV. The charge is +3. The calculation puts the max |F| at 3.5 eV/A.



Formula: C16H23N5OS
Source: OMol25
Level of theory: ωB97M-V/def2-TZVPD

Structure (XYZ):
```
46
Properties=species:S:1:pos:R:3
C 3.87578 2.85852 0.24517
C 3.57485 1.46762 -0.25702
C 2.33169 1.34040 -0.84612
C 1.83667 -0.05735 -1.20929
C 2.65983 -1.28132 -1.14659
C 3.82814 -0.96943 -0.37831
C 4.18142 0.26689 0.09953
H 5.22553 0.57212 0.24709
H 4.49550 -1.69298 -0.36721
C 2.21791 -2.54804 -1.31560
N 1.83491 -3.00040 -0.02250
N 0.94555 -2.37238 0.67568
C 1.44740 -1.90399 1.74331
N 0.42213 -1.02052 2.39470
N -0.69003 -1.44317 1.49465
C -0.36344 -2.26289 0.79080
S -1.22475 -3.12190 -0.52444
C -2.95968 -2.48150 0.01430
H -2.88327 -2.44230 0.94880
H -3.63114 -3.06047 -0.46309
C -3.26143 -0.99421 -0.60440
O -3.92924 -0.67511 -1.39315
N -2.77228 0.03797 0.41111
H -2.22472 -0.35153 1.28320
C -2.83285 1.54309 -0.07953
C -1.94035 1.77981 -1.09107
H -2.05029 2.64689 -1.24033
H -0.94871 1.61697 -0.99088
H -2.51628 1.22443 -1.84377
C -2.18507 1.96852 1.48153
H -2.78358 1.84893 2.24248
H -2.24807 3.06490 1.18984
H -1.16448 1.70674 1.57055
C -4.31280 1.67348 -0.01856
H -4.38552 2.81250 -0.11626
H -4.68213 1.52214 -0.83084
H -4.83718 1.52064 0.71005
H 2.42868 -1.64661 2.48071
H 1.45451 -4.06374 -0.21612
H 2.85523 -2.94785 -1.69682
H 1.37993 -2.55163 -1.80383
H 0.66651 -0.11234 -1.38249
H 1.40276 2.03913 -0.94346
H 4.84954 2.77951 0.34435
H 3.43009 3.64808 -0.66613
H 3.48275 3.06236 1.08001
```

As for the SMILES: Cc1ccc(CNn2cnnc2SCC(=O)NC(C)(C)C)cc1. As for the energy relative to the best compared isomer or geometry (same formula, charge and spin): 495.5 kcal/mol. The molar mass is 333.5 g mol⁻¹. The calculation puts the HOMO energy at -8.205 eV. The calculation puts the gap between HOMO and LUMO at 8.53 eV. The calculation puts the max |F| at 18.6 eV/A.



Formula: C32H35N4O4RuSSb2
Source: OMol25
Level of theory: ωB97M-V/def2-TZVPD

Structure (XYZ):
```
79
Properties=species:S:1:pos:R:3
Ru -1.05935 0.27355 0.68522
C -3.04749 -2.34701 0.20189
N -2.81257 -1.06169 0.84160
C -3.72509 -0.58864 1.61648
C -3.52855 0.66886 2.24595
C -4.31967 1.39773 3.12436
C -3.60941 2.57365 3.39671
C -2.43122 2.49709 2.67000
N -2.36086 1.34691 1.96348
C -2.70244 -3.51719 1.08104
C -1.55967 -3.52386 1.87149
C -1.24492 -4.63323 2.63715
C -2.06643 -5.75142 2.62165
C -3.20872 -5.75029 1.83773
C -3.52427 -4.63660 1.07586
H -2.45140 -2.37201 -0.71082
H -4.10196 -2.41828 -0.09821
H -4.65004 -1.14187 1.79211
H -5.28219 1.10804 3.50399
H -3.91116 3.38693 4.03023
H -1.64968 3.23798 2.61671
H -0.90251 -2.65695 1.88411
H -0.34984 -4.62679 3.24285
H -1.81614 -6.61684 3.21742
H -3.85725 -6.61502 1.82064
H -4.41928 -4.64040 0.46622
C -0.15325 3.40248 -0.06422
Sb 0.84526 2.20962 1.49245
C 2.11784 0.58751 2.18066
C 2.39093 3.76999 1.75441
C 3.80742 3.33637 1.61112
C 4.54362 3.04016 2.75471
C 5.86328 2.63355 2.68406
C 6.47876 2.53185 1.44630
C 5.76348 2.83354 0.30105
C 4.43009 3.22930 0.35519
C 3.68474 3.45347 -0.91955
Sb 2.49788 1.68297 -1.30822
C 1.78631 2.17720 -3.25669
C 4.17541 0.47501 -1.81817
H -0.79975 4.06190 0.51060
H -0.72111 2.79234 -0.75522
H 0.65603 3.95104 -0.53670
H 2.57048 0.98961 3.08402
H 2.86600 0.36559 1.42780
H 1.50003 -0.28158 2.38360
H 2.21189 4.16471 2.75363
H 2.11523 4.54166 1.03910
H 4.06803 3.14237 3.72307
H 6.41032 2.40881 3.58737
H 7.51186 2.22649 1.37246
H 6.24493 2.76052 -0.66370
H 4.36443 3.58111 -1.75972
H 3.02699 4.31949 -0.87931
H 2.55995 1.95837 -3.98735
H 1.53990 3.23514 -3.29044
H 0.89274 1.60267 -3.48221
H 4.72404 0.97754 -2.61091
H 3.84238 -0.50350 -2.14671
H 4.81401 0.36345 -0.94587
S 2.02056 -2.88678 -1.01286
C 1.09720 -1.83579 -0.23431
N 0.41023 -1.07070 0.34097
O -3.03513 1.63159 -2.58196
C -2.27243 0.76019 -2.23180
O -1.42024 0.87197 -1.25939
C -2.30031 -0.60842 -2.87654
C -1.16491 -1.41582 -2.87774
C -1.19810 -2.67802 -3.44710
C -2.39326 -3.10532 -3.99550
C -3.53705 -2.32563 -4.02152
C -3.47839 -1.05966 -3.46420
N -2.45217 -4.45711 -4.58511
O -1.46747 -5.15199 -4.48373
O -3.48474 -4.78677 -5.12330
H -0.25257 -1.05569 -2.42141
H -0.33174 -3.32069 -3.45278
H -4.43851 -2.71112 -4.47245
H -4.33898 -0.40763 -3.47174
```

As for the energy relative to the best compared isomer or geometry (same formula, charge and spin): 53.4 kcal/mol. The molar mass is 916.3 g mol⁻¹. The calculation puts the HOMO energy (spin up / spin down) at -7.576 / -8.208 eV. As for the multiplicity: 6. The calculation puts the gap between HOMO and LUMO (spin up / spin down) at 7.02 / 5.86 eV. The calculation puts the max |F| at 0.9 eV/A.



Formula: C6H6O2
Source: OMol25
Level of theory: ωB97M-V/def2-TZVPD

Structure (XYZ):
```
14
Properties=species:S:1:pos:R:3
C 1.57638 -0.46929 0.83223
C 0.72625 -1.40871 0.41115
C -2.05431 0.81535 -0.88334
C -0.85811 0.27285 -0.82281
C 1.55107 1.04869 0.80912
C -0.62337 -1.12636 -0.25483
O -1.62710 -1.79691 -0.19815
O 1.97015 1.79743 -0.01286
H 2.53679 -0.78369 1.26614
H 1.07993 -2.45196 0.42033
H -2.27980 1.80217 -1.33023
H -2.89444 0.20018 -0.48751
H -0.01588 0.59368 -1.35929
H 0.91245 1.50657 1.61005
```

As for the SMILES: C=CC(=O)/C=C\C=O. As for the energy relative to the best compared isomer or geometry (same formula, charge and spin): 46.3 kcal/mol. The molar mass is 110.1 g mol⁻¹. The calculation puts the HOMO energy at -9.886 eV. The calculation puts the gap between HOMO and LUMO at 9.53 eV. The calculation puts the max |F| at 3.0 eV/A.